# 1
This record from the OMol25 dataset describes a cluster of 2 separate species, C3H7N2OS in total. The level of theory is ωB97M-V/def2-TZVPD.

XYZ file:
```
14
Properties=species:S:1:pos:R:3:forces:R:3:mulliken_charge:R:1
C 0.4351 -1.3494 -0.3706 2.150 -2.393 -1.704 0.076
C -1.6212 0.9706 0.1496 1.881 -1.113 -0.433 0.502
C 1.8934 -1.8492 -0.3522 -0.075 2.781 -0.989 -0.937
N 0.1228 -0.3062 0.1568 -2.958 4.328 1.855 -0.440
N -0.6670 1.9460 0.5290 2.255 -3.061 5.797 -0.406
O -2.7872 0.8974 0.8038 0.454 -0.685 1.143 -0.291
S -2.9520 1.2129 -0.8753 -0.487 0.016 -1.491 0.041
H -0.1279 -1.9269 -1.0928 -0.982 -0.158 0.294 0.361
H 2.1517 -1.7613 -1.4512 0.186 -0.555 1.297 0.288
H 2.5634 -1.2049 0.2594 -0.584 -0.275 -0.547 0.283
H 1.9386 -2.8131 0.0483 0.017 -1.714 0.151 0.331
H 0.3437 1.1900 0.5732 -1.769 0.450 -0.594 0.513
H -0.7307 2.2461 1.5786 -0.329 -0.759 -2.151 0.381
H -0.5627 2.7481 0.0433 0.241 3.135 -2.629 0.298
```
Positions in Å, forces in eV/Å.

Computed properties:
M, g mol⁻¹: 119.2
E_tot, eV: -19074.57278
Net charge: +1

***

# 2
This record from the OMol25 dataset describes a cluster of 2 separate species, C3H7N2P in total. The level of theory is ωB97M-V/def2-TZVPD.

XYZ file:
```
13
Properties=species:S:1:pos:R:3:forces:R:3:mulliken_charge:R:1
C 0.5745 0.4793 1.2328 -0.034 -0.029 -0.410 -0.235
C -0.6812 0.0619 1.5250 0.279 0.107 0.008 -0.307
C 0.5158 0.9934 -0.1737 0.242 0.277 0.203 -0.533
N -0.7415 0.3863 -0.6044 -0.214 0.425 0.084 -0.001
N -1.5261 0.1521 0.4685 -0.379 -0.504 -0.282 -0.670
P 0.2485 -1.5850 -1.9866 0.035 0.209 -0.808 -0.027
H 1.4416 0.4976 1.8564 0.200 0.047 0.236 0.393
H -1.0452 -0.3204 2.4605 -0.140 0.009 0.142 0.433
H 0.3992 2.0925 -0.1567 0.008 -0.086 -0.071 0.268
H 1.3586 0.7536 -0.8179 -0.039 -0.079 0.004 0.316
H -1.2390 0.7828 -1.3924 0.094 -0.017 0.181 0.330
H 1.2372 -1.7367 -1.0196 0.392 0.008 0.436 0.001
H -0.5424 -2.5574 -1.3920 -0.444 -0.367 0.275 0.031
```
Positions in Å, forces in eV/Å.

Computed properties:
M, g mol⁻¹: 102.1
E_tot, eV: -15489.52849

***

# 3
This record from the OMol25 dataset describes a cluster of 2 separate species, C3H7N2P in total. The level of theory is ωB97M-V/def2-TZVPD.

XYZ file:
```
13
Properties=species:S:1:pos:R:3:forces:R:3:mulliken_charge:R:1
C 2.7416 -0.2673 -0.2084 -0.587 4.250 -3.044 0.267
C -0.5232 -1.1172 1.0853 -1.431 1.153 -0.535 -0.814
C -1.7644 1.3342 -0.6323 -0.160 0.438 -1.963 -0.630
N 2.6079 0.6834 -0.8668 1.968 -1.707 1.307 -0.553
N 0.2889 -0.4001 0.1467 -0.856 0.472 -2.387 -0.320
P -0.2623 0.6351 -0.9450 -0.182 -0.622 3.552 0.191
H -0.8186 -0.3952 1.8824 -0.215 -0.591 -0.256 0.322
H -1.4184 -1.7013 0.7212 0.659 0.841 0.101 0.264
H 0.1513 -1.8106 1.4508 0.920 -1.707 1.456 0.279
H 2.6885 -1.1469 0.2808 0.223 -2.282 1.463 0.259
H -2.5753 0.6222 -0.3938 0.488 0.565 0.112 0.236
H -2.0475 2.2078 -1.2736 0.119 -0.882 0.665 0.275
H 0.9315 1.3559 -1.2472 -0.947 0.072 -0.470 0.225
```
Positions in Å, forces in eV/Å.

Computed properties:
SMILES: C=[PH]=NC.C#N
M, g mol⁻¹: 102.1
E_tot, eV: -15489.03024

***

# 4
This record from the OMol25 dataset describes the ion C3H7N2S with charge +1. The level of theory is ωB97M-V/def2-TZVPD.

XYZ file:
```
13
Properties=species:S:1:pos:R:3:forces:R:3:mulliken_charge:R:1
C -1.2968 1.2725 0.0183 0.490 1.281 1.827 0.073
C -1.2567 -0.1744 -0.2398 -0.332 -1.536 -1.273 -0.382
C 1.2412 -0.1855 -0.5761 0.912 0.719 2.805 -0.271
N -0.2264 1.8997 -0.1228 -0.131 0.046 -0.197 -0.376
N 0.0863 -0.7385 0.1751 -0.158 2.433 -1.458 -0.159
S 2.8569 -0.2555 0.1042 -0.971 -0.003 -0.576 -0.057
H -2.1743 1.7253 0.5682 0.644 -0.255 -0.931 0.353
H -2.0093 -0.7717 0.2378 -0.423 -0.074 0.522 0.391
H -1.4373 -0.2787 -1.3131 0.464 -0.486 -0.007 0.290
H 1.4059 -0.6248 -1.4729 -0.754 -1.011 -3.257 0.309
H 0.1660 -0.5005 1.1194 0.446 1.282 2.152 0.339
H 0.1325 -1.7006 0.2892 -0.250 -2.985 -0.832 0.341
H 2.5121 0.3327 1.2125 0.063 0.589 1.226 0.150
```
Positions in Å, forces in eV/Å.

Computed properties:
M, g mol⁻¹: 103.2
E_tot, eV: -17028.44548
Net charge: +1

***

# 5
This record from the OMol25 dataset describes the ion C3H7N2S with charge +1. The level of theory is ωB97M-V/def2-TZVPD.

XYZ file:
```
13
Properties=species:S:1:pos:R:3:forces:R:3:mulliken_charge:R:1
C -1.3879 -0.0086 0.9381 -1.074 0.137 1.752 -0.131
C 0.3845 -0.6339 -1.3546 -2.747 2.043 -1.866 -0.631
C -0.2331 0.8307 0.4835 -1.376 1.101 -1.019 -0.377
N 1.8939 -0.1673 0.2013 -0.211 0.307 2.334 -0.629
N 0.7520 0.0474 -0.2314 3.057 0.445 3.624 0.619
S -1.7187 -1.5533 0.6702 -0.389 0.364 0.413 -0.180
H -1.9509 0.5680 1.7482 0.403 -0.730 -1.278 0.299
H -0.3399 -1.3450 -1.1021 -1.064 -1.195 0.550 0.299
H 1.1412 -1.0547 -1.8541 3.090 -1.387 -1.634 0.332
H -0.1241 0.1149 -1.9224 -0.498 0.205 -1.152 0.358
H -0.5651 1.6876 -0.1843 0.202 -1.070 0.515 0.283
H 0.1369 1.3195 1.3712 0.832 -0.062 0.187 0.427
H 2.0112 0.1947 1.2364 -0.224 -0.158 -2.423 0.330
```
Positions in Å, forces in eV/Å.

Computed properties:
SMILES: [H]/N=[N+](/C)CC=S
M, g mol⁻¹: 103.2
E_tot, eV: -17029.52127
Net charge: +1

***

# 6
This record from the OMol25 dataset describes the ion C3H7N2S with charge +1. The level of theory is ωB97M-V/def2-TZVPD.

XYZ file:
```
13
Properties=species:S:1:pos:R:3:forces:R:3:mulliken_charge:R:1
C 0.6298 -1.5645 0.3978 0.845 0.075 1.223 -0.027
C -0.0479 0.4195 -0.6707 -1.720 1.138 -1.484 -0.032
C -0.3568 1.8653 0.0181 -0.948 -1.246 -2.564 -1.093
N -0.6319 -1.8812 0.2305 2.353 2.186 -1.361 -0.101
N 0.9885 -0.3835 -0.0751 2.243 0.616 1.073 -0.175
S -1.5397 -0.6298 -0.4995 -0.887 0.141 -0.045 0.020
H 1.3464 -2.1484 1.0285 -0.831 0.289 -0.901 0.366
H 0.1212 0.3435 -1.7851 -0.002 1.231 1.152 0.410
H -0.1501 1.7200 1.0308 0.935 0.137 1.666 0.406
H -1.4760 2.1430 0.0604 1.693 -0.624 -0.802 0.356
H 0.2359 2.6194 -0.5229 -0.297 -0.079 0.674 0.317
H -1.0777 -2.5640 0.7189 -1.327 -2.530 1.608 0.256
H 1.9582 0.0607 0.0681 -2.057 -1.334 -0.239 0.298
```
Positions in Å, forces in eV/Å.

Computed properties:
SMILES: C[C@H]1[NH+]=CNS1
M, g mol⁻¹: 103.2
E_tot, eV: -17032.16725
Net charge: +1

***

# 7
This record from the OMol25 dataset describes the ion C3H7N2S with charge +1. The level of theory is ωB97M-V/def2-TZVPD.

XYZ file:
```
13
Properties=species:S:1:pos:R:3:forces:R:3:mulliken_charge:R:1
C -1.9493 -0.4816 -0.4500 2.351 1.196 1.118 -0.139
C 0.0527 -1.0913 0.4157 0.134 3.209 1.642 -0.637
C 0.2351 0.5400 0.5416 -0.924 -3.075 -0.722 -0.419
N -1.1399 -1.3836 -0.2122 -0.273 -1.371 -1.717 -0.335
N 1.2637 0.9429 -0.4540 -0.840 0.314 -0.882 -0.297
S -1.3374 1.2464 0.1450 -0.498 -0.765 -0.189 -0.093
H -2.8533 -0.6709 -0.9258 -1.777 0.328 -0.621 0.498
H 1.0271 -1.4475 0.1346 -0.038 -1.008 -0.720 0.403
H -0.1273 -1.3133 1.4363 0.266 -0.873 1.174 0.378
H 0.6526 0.6142 1.4841 0.436 1.091 2.007 0.552
H 1.1310 1.9690 -0.4656 1.106 -0.400 -0.721 0.368
H 0.8170 0.5147 -1.2707 0.658 0.694 -0.724 0.383
H 2.2281 0.5610 -0.3790 -0.602 0.660 0.356 0.340
```
Positions in Å, forces in eV/Å.

Computed properties:
SMILES: [NH3+][C@@H]1CN=CS1
M, g mol⁻¹: 103.2
E_tot, eV: -17031.62594
Net charge: +1

***

# 8
This record from the OMol25 dataset describes a structure of composition C3H7N2S. The level of theory is ωB97M-V/def2-TZVPD.

XYZ file:
```
13
Properties=species:S:1:pos:R:3:forces:R:3:mulliken_charge:R:1
C 0.3014 -0.2274 0.0467 -2.789 0.606 0.534 0.300
C 2.4143 -0.3725 0.0417 2.661 1.713 0.961 -0.461
C -2.1700 0.9559 0.0171 -1.288 -1.298 1.683 -0.764
N 1.2633 -1.1617 0.0334 -4.123 0.525 -0.080 0.000
N -1.4118 -0.3589 0.2286 5.138 2.853 0.728 -0.287
S 1.3575 1.1559 0.0414 -0.565 -0.647 0.357 0.045
H 3.0947 -0.4469 0.9472 -1.168 -0.034 -0.831 0.326
H 3.0653 -0.3292 -0.8283 -0.311 -0.526 -0.324 0.330
H -1.7627 1.7849 0.5786 0.416 -0.053 0.208 0.363
H -3.1901 0.7354 0.5197 1.631 0.303 -0.869 0.283
H -2.3625 1.2718 -0.9959 0.296 -0.278 -0.467 0.312
H 0.9878 -2.1085 -0.0760 0.816 -1.324 0.041 0.236
H -1.5872 -0.8987 -0.5542 -0.714 -1.838 -1.942 0.316
```
Positions in Å, forces in eV/Å.

Computed properties:
M, g mol⁻¹: 103.2
E_tot, eV: -17030.36419
Net charge: +1

***

# 9
This record from the OMol25 dataset describes the ion C3H7N2S with charge +1. The level of theory is ωB97M-V/def2-TZVPD.

XYZ file:
```
13
Properties=species:S:1:pos:R:3:forces:R:3:mulliken_charge:R:1
C 0.9791 1.1716 0.9747 -2.845 0.452 -3.669 0.104
C 0.4820 -0.7118 -0.3235 -3.945 -2.278 -0.863 -0.567
C -0.7117 0.2535 -0.7276 -0.071 -2.430 2.134 -0.175
N -0.1376 1.5341 -0.7885 1.758 -0.415 2.755 -0.492
N 1.0675 -0.0757 0.8644 0.494 0.526 -1.549 0.024
S -2.0761 0.0975 0.6198 0.553 0.217 -0.528 -0.165
H 1.2441 2.0271 1.5788 0.443 -0.449 0.454 0.391
H 0.0575 -1.8093 -0.0299 1.150 2.706 -0.536 0.390
H 1.0662 -0.8589 -1.2388 0.923 0.378 0.746 0.291
H -1.1911 -0.1541 -1.6211 0.413 0.551 -0.370 0.445
H -0.8352 2.2171 -0.4899 0.261 0.347 0.182 0.337
H 1.5465 -0.7986 1.3586 0.877 0.142 1.463 0.262
H -1.9606 -1.2236 0.8765 -0.009 0.254 -0.219 0.153
```
Positions in Å, forces in eV/Å.

Computed properties:
M, g mol⁻¹: 103.2
E_tot, eV: -17028.72092
Net charge: +1

***

# 10
This record from the OMol25 dataset describes the ion C3H7N2S with charge +1. The level of theory is ωB97M-V/def2-TZVPD.

XYZ file:
```
13
Properties=species:S:1:pos:R:3:forces:R:3:mulliken_charge:R:1
C 1.3030 -1.0366 0.6958 1.063 0.297 0.167 0.214
C -0.3613 0.6392 0.0240 -0.252 1.065 0.754 -0.628
C -0.7386 1.1811 -1.1614 2.238 -0.738 1.604 0.018
N 0.3438 -1.9159 0.7977 -1.917 1.989 -1.292 -0.307
N 1.0089 0.1693 0.2465 0.227 0.189 -0.001 -0.087
S -2.1127 1.9760 -1.5754 -2.248 0.478 0.747 -0.105
H 2.3805 -1.2365 1.0131 -1.689 0.043 -0.616 0.332
H -0.5423 -1.5793 0.3160 1.178 -0.803 0.971 0.269
H -0.9381 0.9377 0.9654 0.823 -1.065 -1.268 0.299
H -0.0188 1.3335 -1.9089 1.208 -0.629 -1.184 0.315
H 0.4620 -2.8800 0.8752 0.506 -1.613 0.504 0.263
H 1.8280 0.7441 0.0586 -0.530 0.279 0.175 0.261
H -2.6143 1.6674 -0.3468 -0.607 0.508 -0.561 0.158
```
Positions in Å, forces in eV/Å.

Computed properties:
SMILES: N/C=[NH+]\C=C\S
M, g mol⁻¹: 103.2
E_tot, eV: -17032.28896
Net charge: +1